# 1
This record from the Open Molecules 2025 dataset describes a structure of composition C43H33I2N11O4W in a non-equilibrium geometry. The level of theory is ωB97M-V with the def2-TZVPD basis set.

**ΔE to the lowest compared entry with this formula, charge and spin**: 39.8 kcal per mole
**Total charge**: +2
**HOMO-LUMO gap (spin up / spin down)**: 0.2428 / 0.2407 hartree
**Electronic energy**: -87722.3231 eV
**2S+1**: 3

Geometry as XYZ:
```
94
Properties=species:S:1:pos:R:3:forces:R:3
W 0.096 -1.932 -0.862 -0.403 0.951 -1.383
I 7.043 -3.611 1.031 -0.163 0.076 -0.091
C 5.389 -2.737 0.117 -0.843 -0.463 -1.278
C 5.259 -1.358 0.046 -0.439 0.743 -0.278
C 4.099 -0.718 -0.475 0.378 -0.706 0.800
I 3.887 1.362 -0.296 0.030 -0.272 -0.075
C 3.018 -1.489 -0.933 1.346 -0.178 0.426
O 1.815 -0.960 -1.216 0.311 -0.167 -0.328
C 3.285 -2.861 -1.049 -0.369 -0.795 -0.732
C 2.329 -3.789 -1.771 0.113 -0.898 -0.328
N 1.093 -3.194 -2.421 0.879 -0.265 0.967
C 0.223 -4.282 -2.921 -0.742 0.274 -0.106
C -1.220 -3.804 -3.002 0.393 0.628 0.240
C -2.163 -4.387 -3.841 0.620 -0.419 0.263
C -3.485 -4.036 -3.712 0.247 1.787 2.115
C -3.849 -3.048 -2.778 1.144 -1.464 -0.316
C -2.831 -2.504 -2.014 -1.202 1.195 -0.956
N -1.550 -2.797 -2.123 1.001 -1.411 -1.362
C 4.425 -3.522 -0.566 0.123 3.693 1.396
H 6.100 -0.768 0.387 -0.212 0.255 0.147
H 1.962 -4.516 -1.030 -0.125 0.090 -0.383
H 2.941 -4.369 -2.520 -0.843 0.564 0.480
H 1.379 -2.564 -3.173 -0.057 -0.204 0.032
H 0.202 -5.104 -2.197 0.301 0.182 0.035
H 0.593 -4.682 -3.866 -0.102 0.070 -0.027
H -1.897 -5.197 -4.519 0.201 0.278 0.130
H -4.261 -4.514 -4.192 -1.277 -1.053 -1.451
H -4.882 -2.827 -2.589 -0.197 0.363 -0.029
H -3.051 -1.625 -1.465 -0.236 0.436 0.987
H 4.515 -4.552 -0.544 0.053 -1.974 -0.372
O -1.634 -4.727 1.570 0.768 -0.147 -0.533
C -1.258 -3.748 0.995 -0.069 0.183 -0.622
O -0.359 -3.668 -0.029 -0.596 -0.751 1.387
C -1.867 -2.419 1.325 0.105 0.779 -0.921
C -2.721 -2.316 2.411 0.011 -2.507 0.374
C -3.195 -1.120 2.824 -0.543 0.046 2.122
C -2.747 0.014 2.165 -0.186 0.363 -1.908
C -3.071 1.344 2.552 -0.566 -1.279 1.952
C -2.878 2.422 1.813 0.461 1.109 -1.261
C -2.271 2.226 0.520 -0.196 1.579 0.402
C -1.908 1.030 0.065 0.865 -3.421 -0.848
C -2.108 -0.181 0.885 0.759 1.877 -0.436
N -1.576 -1.384 0.482 -0.781 -0.374 2.020
H -2.978 -3.258 2.973 0.397 1.081 -0.825
H -3.838 -1.146 3.754 0.783 0.621 -1.256
H -3.471 1.481 3.554 -0.203 -0.210 -0.119
H -3.215 3.376 2.245 0.491 -0.217 -0.718
H -1.989 3.029 -0.139 -0.423 0.587 0.079
H -1.430 0.879 -0.963 -0.867 0.445 1.885
C 0.469 3.016 -3.814 0.976 0.936 1.977
N -0.033 1.716 -3.458 -0.725 -0.224 -0.888
C 0.415 0.992 -2.471 -0.813 -2.154 -0.602
N -0.218 -0.186 -2.472 -1.416 -0.936 0.148
C -1.146 -0.066 -3.502 2.271 1.599 0.700
N -1.014 1.067 -4.132 -0.017 0.626 0.057
C -0.143 4.107 -2.908 1.073 1.641 0.125
C -0.834 5.211 -3.463 0.747 -1.876 2.404
C -1.278 6.209 -2.639 -0.838 1.418 -0.949
C -1.020 6.278 -1.284 -1.272 1.148 0.385
C -0.326 5.232 -0.703 0.451 -1.225 -0.786
C 0.187 4.214 -1.530 -0.890 -0.725 -1.456
C -0.215 5.024 0.726 -0.288 2.768 -0.671
N -0.567 5.902 1.632 0.345 -1.402 -0.657
N -0.262 5.294 2.825 0.550 -0.978 -0.201
C 0.272 4.138 2.528 -0.366 0.741 1.362
O 0.340 3.908 1.187 0.079 -0.156 1.084
C 0.503 3.095 3.522 0.957 -1.512 0.846
C -0.382 3.051 4.613 -0.368 1.514 -1.011
C -0.392 1.982 5.454 -1.244 0.338 1.735
C 0.440 0.942 5.259 1.198 -1.460 -0.612
C 1.397 0.926 4.244 -0.614 1.785 0.760
C 2.331 -0.190 4.044 0.901 -0.004 0.146
N 1.870 -1.035 2.945 0.309 0.077 0.303
C 1.372 -0.645 1.795 -0.194 -0.814 -0.318
N 1.112 -1.730 1.069 -0.573 -0.046 -0.471
C 1.486 -2.760 1.840 0.880 0.948 2.186
N 1.943 -2.377 3.027 -0.022 0.050 -1.130
C 1.509 2.065 3.462 -1.088 0.623 -2.401
H 0.364 3.261 -4.839 -0.594 -0.171 -1.003
H 1.563 2.893 -3.655 -0.564 0.601 0.041
H 1.215 1.153 -1.828 1.238 0.755 0.871
H -1.806 -0.760 -3.894 -1.075 -1.491 -0.154
H -1.166 5.259 -4.433 -0.340 -0.225 -2.368
H -1.914 6.943 -3.186 0.626 -0.209 1.035
H -1.498 7.130 -0.726 0.825 -1.193 -0.261
H 0.747 3.384 -1.118 0.106 0.134 0.365
H -1.107 3.865 4.777 0.478 -0.386 -0.317
H -1.074 1.941 6.325 0.368 0.183 -0.717
H 0.362 0.096 5.896 0.017 -0.723 0.572
H 2.359 -0.862 4.900 0.305 0.153 0.009
H 3.331 0.269 3.825 -0.633 -0.961 0.073
H 1.162 0.344 1.497 -0.050 0.858 -0.173
H 1.493 -3.766 1.590 -0.276 -1.548 -0.592
H 2.202 2.020 2.565 -0.583 0.441 1.259
```
Forces are in eV/Å.

=====

# 2
This record from the Open Molecules 2025 dataset describes a structure of composition C43H33NO8P2SSr. The level of theory is ωB97M-V with the def2-TZVPD basis set.

**ΔE to the lowest compared entry with this formula, charge and spin**: 0.0 kcal per mole
**Total charge**: 0
**HOMO-LUMO gap**: 0.3177 hartree
**Electronic energy**: -93252.9873 eV

Geometry as XYZ:
```
89
Properties=species:S:1:pos:R:3:forces:R:3
Sr 0.622 -0.172 1.105 -0.499 -0.406 0.081
O 2.470 -2.657 4.934 -0.016 -0.034 0.059
C 1.568 -2.053 4.155 0.051 0.160 -0.029
O 1.111 -2.546 3.155 -0.016 -0.074 0.016
C 1.185 -0.689 4.643 -0.165 0.025 -0.223
C 1.567 -0.161 5.857 0.009 0.037 0.072
C 1.131 1.126 6.172 0.022 -0.033 -0.003
C 0.348 1.820 5.271 0.078 -0.181 0.034
C 0.012 1.201 4.066 -0.170 0.185 0.004
N 0.422 -0.022 3.772 0.079 0.083 -0.195
C -0.855 1.959 3.036 -0.134 0.139 0.013
O -1.215 3.079 3.374 -0.065 0.002 -0.047
O -1.104 1.349 1.942 0.408 -0.062 0.113
H 2.709 -3.493 4.508 -0.009 -0.006 -0.030
H 2.191 -0.735 6.525 0.005 0.021 0.027
H 1.413 1.579 7.113 0.014 -0.015 0.001
H -0.009 2.823 5.451 -0.022 0.003 -0.001
O 4.775 -0.597 2.032 -0.049 0.010 0.072
S 3.691 -0.365 1.118 0.287 0.057 0.068
O 2.912 0.863 1.371 0.085 0.067 -0.078
O 2.750 -1.491 0.994 0.071 -0.070 -0.233
C 4.440 -0.171 -0.497 0.067 -0.013 0.085
C 5.738 -0.653 -0.619 -0.113 0.035 0.039
C 6.394 -0.600 -1.837 -0.045 0.049 -0.108
C 5.746 -0.058 -2.937 0.108 -0.049 0.019
C 4.456 0.432 -2.812 -0.099 0.018 0.088
C 3.777 0.394 -1.591 0.064 -0.010 -0.195
P 2.067 1.061 -1.467 -0.097 0.035 0.132
C 2.341 2.814 -1.034 0.133 -0.053 -0.010
C 3.532 3.487 -1.298 -0.025 0.017 0.017
C 3.686 4.810 -0.913 -0.058 0.035 0.037
C 2.655 5.470 -0.255 0.066 -0.043 -0.049
C 1.470 4.804 0.018 -0.033 0.015 0.021
C 1.316 3.481 -0.368 -0.035 -0.061 -0.019
C 1.537 1.126 -3.215 -0.017 0.003 0.043
C 1.608 2.268 -4.009 0.001 -0.031 -0.003
C 1.158 2.236 -5.322 0.001 -0.014 0.023
C 0.636 1.064 -5.853 0.007 0.033 -0.006
C 0.552 -0.075 -5.064 -0.001 -0.008 0.008
C 0.990 -0.041 -3.750 0.013 0.014 0.030
H 6.217 -1.064 0.258 0.012 -0.004 0.003
H 7.403 -0.980 -1.923 0.004 0.003 -0.014
H 6.242 -0.009 -3.898 0.017 -0.010 0.009
H 3.968 0.853 -3.681 -0.011 -0.001 0.011
H 4.347 2.973 -1.793 0.001 0.008 0.003
H 4.618 5.323 -1.116 0.001 0.005 0.001
H 2.782 6.499 0.056 -0.002 0.005 0.000
H 0.671 5.304 0.549 -0.011 -0.011 -0.001
H 0.392 2.961 -0.135 -0.012 0.034 0.021
H 2.012 3.184 -3.598 -0.002 0.009 -0.009
H 1.215 3.129 -5.931 -0.001 0.000 -0.006
H 0.287 1.042 -6.877 -0.001 0.000 -0.002
H 0.133 -0.987 -5.472 0.001 -0.005 0.007
H 0.904 -0.921 -3.121 -0.012 -0.015 -0.019
O -1.031 -1.236 -0.432 0.020 -0.032 0.106
P -2.493 -1.527 -0.222 -0.048 0.099 0.030
C -2.900 -1.598 1.530 0.090 0.021 -0.002
C -3.947 -0.879 2.099 0.021 -0.026 0.054
C -4.127 -0.898 3.475 0.020 -0.018 0.006
C -3.263 -1.627 4.281 -0.034 0.032 -0.017
C -2.221 -2.349 3.716 0.044 -0.034 -0.028
C -2.039 -2.338 2.343 -0.058 0.024 -0.012
C -2.942 -3.114 -0.933 0.006 0.008 -0.040
C -4.085 -3.794 -0.518 0.051 -0.006 -0.048
C -4.418 -5.003 -1.108 -0.019 0.029 0.034
C -3.610 -5.533 -2.105 0.009 -0.012 -0.011
C -2.466 -4.861 -2.513 0.011 0.014 0.005
C -2.129 -3.649 -1.928 -0.067 0.006 0.045
C -3.549 -0.267 -0.943 0.098 0.066 0.037
C -4.525 -0.545 -1.894 0.033 0.029 0.016
C -5.279 0.491 -2.429 -0.001 -0.032 0.000
C -5.055 1.795 -2.014 -0.014 0.018 -0.012
C -4.082 2.076 -1.063 0.026 -0.020 0.026
C -3.324 1.049 -0.523 -0.045 -0.068 -0.045
H -4.608 -0.290 1.478 0.005 0.011 -0.009
H -4.931 -0.327 3.918 -0.002 -0.001 0.002
H -3.399 -1.625 5.355 -0.001 -0.002 0.003
H -1.539 -2.912 4.339 -0.009 0.002 0.006
H -1.217 -2.894 1.905 0.011 0.001 0.031
H -4.701 -3.379 0.272 -0.023 -0.023 0.002
H -5.304 -5.535 -0.787 0.000 -0.003 -0.001
H -3.870 -6.480 -2.561 0.001 -0.001 -0.002
H -1.834 -5.285 -3.283 0.003 0.002 -0.001
H -1.236 -3.113 -2.222 0.011 -0.020 -0.020
H -4.691 -1.565 -2.218 -0.018 0.003 -0.018
H -6.038 0.280 -3.171 -0.001 -0.004 -0.001
H -5.644 2.601 -2.434 -0.002 -0.001 -0.002
H -3.914 3.093 -0.736 0.001 0.003 0.002
H -2.576 1.262 0.237 -0.006 0.037 -0.016
```
Forces are in eV/Å.